No. 1
Density functional theory data (ωB97M-V/def2-TZVPD) for a cluster of 6 separate species, C25H31F6O20S in total in a non-equilibrium geometry.

Computed properties:
Lowest unoccupied orbital energy = -3.09 eV
Relative energy (zero: lowest compared OMol25 entry of this formula, charge and spin) = 0.000 eV
Charge = +1
Orbital gap = 9.329 eV
Max |F| = 3.42 eV/Å

Geometry (Å):
C: -3.15200 -1.37781 -0.68941
C: -3.32769 -0.22121 -0.47060
S: -3.82974 1.38763 -0.20570
C: -2.51754 2.35802 -1.02152
O: -1.28999 1.68914 -1.09505
C: -0.29548 2.57979 -1.62661
C: 0.78295 2.91270 -0.58583
O: 1.98136 3.11639 -1.30354
C: 3.13261 2.95220 -0.48176
C: 3.46719 1.49387 -0.15932
H: -3.27050 -2.44300 -0.71982
H: -3.63682 1.55274 1.12315
H: -2.90459 2.65042 -2.00412
H: -2.37747 3.25879 -0.40286
H: -0.74457 3.50705 -2.00343
H: 0.21566 2.13926 -2.48751
H: 0.52382 3.81515 -0.01455
H: 0.85819 2.05110 0.08906
H: 3.05487 3.58760 0.41124
H: 3.98336 3.34086 -1.05017
H: 2.68962 0.99919 0.43004
H: 4.42844 1.47745 0.35500
H: 3.53169 0.96283 -1.11393
C: -2.77338 -6.18429 0.94974
C: -3.79051 -6.43816 2.03611
O: -4.04877 -5.12849 2.52615
C: -3.84045 -4.27999 1.49156
O: -4.20488 -3.14742 1.46221
O: -3.16312 -4.88035 0.48800
F: -3.27575 -7.18935 3.03559
H: -1.75462 -6.14331 1.33730
H: -2.81734 -6.91596 0.14803
H: -4.72225 -6.88708 1.68895
C: 0.14149 -1.78629 0.46668
C: 1.03743 -1.02836 1.41423
O: 1.16807 -1.92986 2.49589
C: 1.03687 -3.18905 1.97800
O: 1.34317 -4.18200 2.53770
O: 0.50612 -3.14313 0.72595
F: 0.44393 0.11175 1.85667
H: -0.91558 -1.64851 0.69431
H: 0.31597 -1.52559 -0.57483
H: 2.02432 -0.79003 1.01369
C: 4.60597 7.17917 -3.23207
C: 4.51112 5.69780 -2.96966
O: 5.59884 5.45705 -2.09185
C: 5.78821 6.62662 -1.39984
O: 6.42585 6.71500 -0.40755
O: 5.14425 7.65863 -1.99322
F: 4.70046 4.97473 -4.09861
H: 5.29061 7.41020 -4.04296
H: 3.64138 7.63337 -3.44421
H: 3.57903 5.38609 -2.49041
C: -8.53014 -0.40803 1.55627
C: -8.42582 -1.49149 0.51099
O: -7.48208 -0.92349 -0.40932
C: -6.70143 -0.11825 0.30987
O: -5.63873 0.30941 -0.08619
O: -7.20575 0.16222 1.50759
F: -9.59358 -1.69091 -0.12118
H: -9.26290 0.35455 1.29340
H: -8.75896 -0.79159 2.54584
H: -8.04339 -2.44467 0.87761
C: 8.91766 6.01767 -5.72652
C: 8.71438 6.17298 -7.21471
O: 7.34796 5.83063 -7.37501
C: 6.72433 6.15565 -6.20825
O: 5.55254 6.25160 -6.07264
O: 7.62564 6.36233 -5.21462
F: 9.47398 5.29938 -7.91502
H: 9.15731 4.99060 -5.44903
H: 9.68479 6.67891 -5.33246
H: 8.88303 7.18285 -7.59246
C: -3.14116 -8.50556 6.15435
C: -2.26674 -7.72299 7.10357
O: -2.12369 -8.61137 8.19236
C: -2.22508 -9.87835 7.68275
O: -1.89697 -10.85807 8.25160
O: -2.74999 -9.85178 6.42732
F: -2.88421 -6.59288 7.53237
H: -4.20277 -8.38285 6.37586
H: -2.96616 -8.25130 5.11384
H: -1.28187 -7.46850 6.70753

Atomic forces in eV per Å
-0.50 -0.83 0.27
0.23 1.42 0.08
1.70 1.04 -1.48
1.38 0.06 1.03
-0.40 0.33 -0.22
0.75 0.50 -0.20
-0.27 -0.30 -0.36
-0.01 -0.12 0.27
0.64 0.12 -0.01
-0.52 0.38 -0.41
0.47 0.10 -0.26
0.49 -0.17 -0.17
-0.23 -0.28 0.10
-0.51 0.02 -0.12
-0.15 -0.17 0.09
-0.22 -0.34 0.19
0.05 -0.17 0.10
-0.01 0.18 0.04
-0.11 -0.22 0.03
-0.24 0.09 -0.06
0.27 0.22 0.15
-0.12 -0.24 0.04
0.22 -0.05 0.15
0.21 -0.23 -0.32
0.34 -0.06 0.27
-0.21 -0.06 -0.47
0.09 0.19 0.15
-0.03 0.06 -0.03
-0.13 -0.08 0.21
-0.09 0.07 0.01
-0.07 0.01 0.18
-0.11 0.19 -0.15
-0.01 -0.07 0.12
-0.05 -0.03 -0.52
-0.33 -0.03 0.34
0.20 -0.11 -0.47
-0.02 -0.21 0.18
-0.09 -0.09 0.08
0.08 0.27 0.17
0.07 0.04 0.01
0.06 0.18 0.19
0.07 -0.20 -0.04
-0.06 0.07 0.08
-0.18 0.36 -0.07
0.32 -0.29 -0.54
-0.49 0.52 0.22
0.32 0.06 0.20
0.09 -0.05 0.06
-0.06 -0.35 -0.04
-0.25 -0.33 0.49
0.04 -0.20 -0.03
0.01 0.09 0.22
0.00 -0.12 -0.09
-0.14 -0.01 0.41
-0.50 0.12 -0.19
0.18 -0.23 0.31
0.42 0.23 -0.12
-3.05 -1.39 0.65
-0.09 -0.10 -0.04
0.07 -0.01 -0.11
0.01 -0.06 -0.18
0.29 0.06 0.08
0.02 -0.02 -0.10
0.26 0.16 0.31
0.08 -0.46 -0.09
0.08 0.41 0.28
-0.19 -0.14 0.00
0.06 0.23 -0.38
0.05 -0.01 -0.29
-0.04 0.04 -0.06
-0.03 -0.05 -0.19
-0.18 0.12 0.10
0.07 -0.05 -0.10
-0.07 -0.07 -0.42
-0.36 0.10 0.32
0.21 -0.14 -0.46
-0.07 -0.24 0.15
-0.01 -0.08 0.08
0.10 0.29 0.18
0.08 0.03 0.01
0.06 0.14 0.18
0.11 -0.21 -0.02
-0.02 0.14 0.04

---

No. 2
Density functional theory data (ωB97M-V/def2-TZVPD) for a structure of composition C25H31N2P2ReS2 in a non-equilibrium geometry.

Computed properties:
Lowest unoccupied orbital energy (spin up / spin down) = -11.38 / -11.18 eV
Charge = +3
Spin multiplicity = 2
Orbital gap (spin up / spin down) = 5.577 / 5.817 eV
Max |F| = 1.48 eV/Å
Expectation value of S² = 0.7676

Geometry (Å):
Re: -0.73290 0.06151 0.54731
C: -4.91992 1.27541 2.95348
C: -3.56893 1.53695 2.36553
C: -3.42611 2.19594 1.14232
C: -2.17161 2.47994 0.62259
C: -1.00214 2.16365 1.35818
C: -1.14174 1.52194 2.62021
C: -2.39932 1.16942 3.07718
H: -5.71384 1.33185 2.21096
H: -5.12858 2.03808 3.71130
H: -4.95885 0.31278 3.46498
H: -4.31577 2.51501 0.60960
H: -2.07634 3.01274 -0.31696
H: -0.06255 2.64123 1.10266
H: -0.26656 1.35832 3.23573
H: -2.50184 0.69617 4.04801
N: 0.20458 -3.97087 1.18824
C: -0.46743 -3.73306 2.37054
C: -0.91322 -2.46055 2.29449
N: -0.51196 -1.93613 1.06034
C: 0.17331 -2.88178 0.42374
H: 0.65374 -4.84140 0.93560
H: -0.56477 -4.47417 3.14716
H: -1.47985 -1.89696 3.01658
H: 0.63851 -2.79087 -0.54684
C: -4.16198 -1.27856 0.35247
P: -2.78791 -0.68345 -0.65763
C: -2.38085 -2.09625 -1.72074
C: -3.50833 0.50362 -1.82279
H: -4.92672 -1.70732 -0.29892
H: -4.60681 -0.45873 0.91463
H: -3.82297 -2.05024 1.04588
H: -3.25688 -2.33479 -2.32737
H: -2.13143 -2.97340 -1.12298
H: -1.55150 -1.85764 -2.38784
H: -4.33086 0.00901 -2.34447
H: -2.76716 0.81155 -2.56278
H: -3.90035 1.38611 -1.31808
S: 1.57819 0.26199 1.34635
P: 2.16067 0.48087 -0.59054
S: 0.24463 0.43505 -1.46341
C: 3.08480 -0.90295 -1.18060
C: 3.99392 -1.51678 -0.31475
C: 4.82989 -2.50659 -0.81287
C: 4.75003 -2.88066 -2.14992
C: 3.83996 -2.26974 -3.00470
C: 3.00421 -1.27252 -2.52636
C: 2.97403 2.01770 -0.86225
C: 2.84560 2.68045 -2.08576
C: 3.58713 3.82713 -2.31125
C: 4.45058 4.29810 -1.33073
C: 4.58129 3.63061 -0.11770
C: 3.83775 2.48684 0.13124
H: 4.05856 -1.22771 0.72739
H: 5.55081 -2.97910 -0.15900
H: 5.40731 -3.65257 -2.53098
H: 3.79198 -2.56067 -4.04638
H: 2.31287 -0.78226 -3.20526
H: 2.18267 2.30920 -2.86040
H: 3.49639 4.35122 -3.25283
H: 5.02561 5.19725 -1.51189
H: 5.26162 4.00302 0.63761
H: 3.93732 1.97706 1.08268

Atomic forces in eV per Å
0.67 0.42 -1.25
0.13 0.03 0.01
-0.10 0.03 0.04
-0.15 -0.02 0.09
0.17 -0.01 0.03
-0.08 0.19 -0.04
0.05 -0.17 -0.03
-0.02 -0.15 -0.13
0.02 0.01 0.00
0.02 0.01 -0.01
0.01 0.01 -0.02
0.05 -0.02 0.03
0.01 0.00 0.03
0.01 -0.03 -0.01
-0.01 0.04 0.04
0.00 -0.04 -0.05
-0.02 -0.19 0.19
0.18 -0.14 -0.25
0.04 0.09 -0.31
-0.27 0.16 0.46
-0.12 0.05 0.21
0.00 0.00 0.01
0.01 0.01 -0.06
0.03 0.02 -0.06
0.00 -0.01 0.08
-0.08 -0.04 -0.02
-0.04 -0.02 0.09
0.00 -0.05 0.00
-0.02 0.03 -0.01
0.00 0.00 0.04
0.00 -0.05 -0.01
0.00 0.03 -0.01
0.03 -0.01 0.01
-0.01 0.03 -0.02
-0.02 -0.02 0.00
0.03 0.03 -0.01
-0.01 0.01 0.03
0.04 -0.11 -0.07
-0.18 -0.15 0.06
0.33 0.11 0.35
-0.70 -0.13 0.95
-0.01 -0.20 -0.11
0.06 -0.14 -0.10
-0.05 0.05 0.03
0.02 -0.02 0.02
-0.05 0.03 -0.04
0.06 -0.03 -0.05
-0.09 0.19 -0.15
0.04 -0.01 -0.04
-0.05 -0.01 -0.06
0.04 0.02 0.07
-0.02 -0.04 0.05
0.08 0.16 -0.03
0.00 0.01 -0.01
-0.02 0.00 -0.01
-0.02 0.04 0.01
0.00 0.01 0.04
0.04 -0.01 0.02
0.02 0.01 0.01
-0.01 0.00 0.01
0.00 -0.04 0.00
-0.04 -0.01 -0.03
-0.01 0.00 -0.03